87
Properties=species:S:1:pos:R:3 method="wB97M-V/def2-TZVPD" spin_multiplicity=1 homo_energy_ha="-0.45517 / -0.45522" fmax_ev_per_a=0.96 e_above_lowest_kj_mol=0.0 total_charge=+2 energy_ev=-74626.8166 homo_lumo_gap_ev="7.0260 / 7.0126" lumo_energy_ha="-0.197 / -0.198"
Te -1.534 -1.466 -1.340
Mo 0.095 -0.096 0.499
P 2.322 -2.566 1.207
P -2.830 0.269 -0.379
O -1.996 0.750 0.815
O -4.302 -0.089 0.043
O -3.048 1.420 -1.426
N 1.509 0.442 -1.145
N 0.847 1.044 2.318
N -0.092 2.276 0.004
N -0.939 -1.134 2.260
N 1.296 -1.433 0.728
N 2.380 0.962 -3.092
C 0.270 -4.326 1.487
C 0.111 -6.069 3.132
C -4.106 2.432 -1.318
C 1.483 -3.910 2.049
C 4.758 -1.396 1.695
C -6.091 -1.269 1.108
C 0.030 3.068 1.244
C 5.436 -0.422 3.786
C 3.397 1.028 -2.175
C 4.346 -4.359 -2.456
C 3.430 -3.330 -2.610
C 1.264 0.609 -2.432
C 1.148 2.469 2.069
C 3.133 -3.254 -0.228
C 2.476 1.254 -4.521
C 4.255 -0.853 4.375
C 4.660 -4.840 -1.189
C 3.567 -1.834 2.279
C -4.600 -1.059 1.080
C -3.557 3.738 -1.827
C 2.015 -4.600 3.135
C 2.850 0.704 -0.972
C -0.126 0.845 3.421
C -0.422 -0.633 3.551
C 4.052 -4.294 -0.073
C -0.413 -5.399 2.031
C 3.322 -1.554 3.626
C 5.688 -0.696 2.448
C 1.323 -5.676 3.677
C 2.821 -2.771 -1.495
H -0.802 -2.138 2.197
H -6.443 -1.666 0.157
H 0.607 2.584 -0.663
H -4.433 2.500 -0.282
H 1.288 3.016 3.005
H 0.309 0.460 -2.910
H -1.043 1.374 3.163
H 6.167 0.117 4.374
H 3.520 1.201 -4.816
H 1.738 -6.210 4.520
H -4.238 -0.659 2.030
H 3.328 0.609 -0.012
H 4.819 -4.794 -3.326
H -3.208 3.641 -2.855
H 4.967 -1.621 0.656
H 4.293 -4.678 0.912
H 4.067 -0.659 5.423
H -1.004 2.431 -0.416
H 1.912 0.514 -5.082
H 2.416 -1.904 4.106
H 6.616 -0.375 1.994
H -0.130 -3.817 0.614
H 0.488 -1.189 3.781
H -4.934 2.071 -1.924
H 0.260 1.258 4.356
H 4.403 1.284 -2.457
H 2.974 -4.323 3.552
H -4.066 -1.983 0.842
H -0.923 3.020 1.769
H -6.343 -1.981 1.894
H 5.373 -5.646 -1.077
H 3.187 -2.967 -3.600
H -1.934 -0.955 2.189
H 2.105 -1.965 -1.600
H 0.241 4.120 1.040
H -1.126 -0.806 4.367
H -2.735 4.093 -1.203
H -4.342 4.494 -1.805
H 1.708 0.570 2.585
H 2.083 2.513 1.506
H 2.092 2.250 -4.732
H -1.346 -5.726 1.590
H -0.423 -6.909 3.556
H -6.609 -0.333 1.311


34
Properties=species:S:1:pos:R:3 method="wB97M-V/def2-TZVPD" spin_multiplicity=1 homo_energy_ha=-0.33619 fmax_ev_per_a=13.33 e_above_lowest_kj_mol=970.6 total_charge=0 energy_ev=-21380.7534 homo_lumo_gap_ev=9.5165 lumo_energy_ha=0.014
O 0.364 2.072 1.867
O -1.279 -2.122 -1.872
O -3.100 -2.131 -0.888
N 1.201 0.190 1.354
C 1.130 0.982 -3.010
C -2.012 -2.250 -0.732
C -0.918 -1.767 2.663
C 1.104 2.434 -3.186
C -1.219 -2.302 0.620
C 0.913 2.879 -0.888
C 0.581 -1.619 2.773
C 1.275 -0.406 2.626
C 1.261 3.259 -2.277
C 1.028 1.621 -0.505
C 0.886 0.581 -1.614
C -1.597 -1.319 1.509
C 0.928 1.297 0.903
H 0.971 -1.981 4.047
H 1.365 4.418 -2.310
H -1.356 -3.381 0.815
H -1.706 -1.800 -2.620
H 2.390 -0.412 3.096
H 0.986 -2.304 2.166
H -1.182 -0.415 1.246
H -1.239 -1.055 3.574
H -1.157 -2.645 3.272
H 0.700 0.334 -3.693
H 0.645 0.396 3.185
H 0.118 -2.420 0.203
H 1.927 -0.447 0.611
H 0.939 3.637 -0.193
H -2.649 -1.286 1.603
H 0.882 -0.461 -1.372
H 1.199 2.561 -4.195


72
Properties=species:S:1:pos:R:3 method="wB97M-V/def2-TZVPD" spin_multiplicity=3 homo_energy_ha="-0.18943 / -0.22617" fmax_ev_per_a=0.75 e_above_lowest_kj_mol=0.0 s2=2.007 total_charge=-1 energy_ev=-224517.8606 homo_lumo_gap_ev="7.1247 / 7.6306" lumo_energy_ha="0.072 / 0.054"
Pt 2.957 2.192 -0.445
Se 3.275 -0.357 0.011
Se -3.289 1.211 1.672
S 5.964 2.166 0.651
S 2.924 4.202 1.534
P 1.178 -0.776 -0.163
P -2.799 0.657 -0.305
O 5.057 2.433 -0.514
O 2.472 5.301 2.336
O 6.981 3.178 0.747
O 3.585 4.530 0.277
O 6.404 0.791 0.631
O 1.847 3.194 1.242
N 0.184 2.675 -1.481
N 0.976 1.722 -1.021
N -1.060 2.309 -1.345
C -2.243 -1.993 -1.104
C -3.175 -1.083 -0.638
C 5.149 1.541 4.503
C 0.521 -1.567 1.308
C 1.037 -2.793 1.733
C -4.549 1.669 -3.844
C 0.462 -4.003 -2.629
C 4.189 2.462 4.879
C 0.555 -3.219 -1.487
C 5.559 1.482 3.183
C -5.326 2.770 -3.504
C 0.954 -1.891 -1.582
C -1.102 1.070 -0.795
C -3.802 1.503 -1.564
C -3.890 -3.739 -1.057
C -4.575 2.601 -1.226
C -4.836 -2.826 -0.598
C 5.026 2.320 2.204
C 0.755 -3.461 -3.871
C 0.560 -3.375 2.893
C 0.225 0.697 -0.550
C 1.252 -1.351 -2.834
C -3.789 1.037 -2.876
C -4.482 -1.506 -0.387
C -5.338 3.235 -2.198
C 3.629 3.284 3.918
C -0.907 -1.501 3.241
C -0.429 -0.911 2.078
C 1.145 -2.131 -3.971
C 4.023 3.226 2.583
C -2.596 -3.321 -1.313
C -0.421 -2.732 3.643
H 1.572 -0.319 -2.913
H -5.214 -0.799 -0.016
H -3.181 0.179 -3.143
H -1.857 -4.020 -1.685
H -0.792 -3.191 4.551
H -5.937 4.096 -1.932
H 0.296 -3.647 -0.527
H -1.661 -0.982 3.818
H 6.318 0.774 2.883
H 2.855 3.988 4.190
H -5.851 -3.146 -0.402
H -4.570 2.954 -0.202
H -4.169 -4.773 -1.217
H -4.534 1.307 -4.864
H 5.588 0.871 5.232
H 3.861 2.536 5.908
H -0.800 0.065 1.796
H 0.156 -5.038 -2.543
H 1.829 -3.279 1.175
H -5.921 3.267 -4.261
H 0.679 -4.073 -4.761
H 0.962 -4.326 3.220
H -1.241 -1.665 -1.338
H 1.373 -1.700 -4.937


31
Properties=species:S:1:pos:R:3 method="wB97M-V/def2-TZVPD" spin_multiplicity=1 homo_energy_ha=-0.33510 fmax_ev_per_a=4.23 total_charge=0 energy_ev=-45694.1146 homo_lumo_gap_ev=7.5034 lumo_energy_ha=-0.059
S -3.071 5.880 -0.362
F -1.426 -2.290 -1.986
F -1.950 -4.079 -0.774
F -2.375 -2.082 0.018
O 4.302 -0.965 1.440
O 1.197 3.635 -0.844
O -2.696 1.176 -0.150
O 4.370 -3.108 2.036
N -2.725 3.336 -0.200
N -0.750 4.609 -0.685
N -0.311 -0.194 -0.229
N 3.807 -2.096 1.550
C 1.903 -3.578 0.874
C 2.464 -2.305 1.105
C -0.609 2.182 -0.493
C -0.011 3.463 -0.743
C -1.501 -2.789 -0.726
C 1.686 -1.190 0.670
C -2.115 4.549 -0.459
C 0.622 -3.767 0.261
C 0.196 1.077 -0.486
C -0.117 -2.620 -0.112
C 0.399 -1.348 0.138
C -2.029 2.185 -0.219
H -1.342 -0.222 -0.219
H 2.471 -4.463 1.118
H -3.725 3.295 -0.072
H 0.248 -4.787 0.112
H 2.108 -0.205 0.783
H 1.246 1.210 -0.663
H -0.267 5.492 -0.683


145
Properties=species:S:1:pos:R:3 method="wB97M-V/def2-TZVPD" spin_multiplicity=1 homo_energy_ha=-0.43118 fmax_ev_per_a=0.41 total_charge=+1 energy_ev=-145984.9010 homo_lumo_gap_ev=7.9910 lumo_energy_ha=-0.138
S -2.336 -0.563 -2.497
S -6.835 0.303 -4.081
S -3.261 0.210 -0.842
F 2.211 0.921 -0.392
F 2.429 0.359 1.703
F 4.659 1.450 1.199
F 4.157 2.462 -1.280
F 6.297 3.392 -0.388
F 2.911 4.020 -0.382
F 5.121 5.238 -0.378
F 3.453 3.039 2.110
O -6.234 -3.676 6.759
O 7.995 -3.653 6.385
O 10.660 4.098 -2.151
O -6.747 -0.630 -10.581
O -7.364 3.200 3.058
O -4.505 -4.155 -5.784
O -6.963 2.467 0.961
O -7.792 1.157 -4.990
O -5.928 1.053 -9.307
O 7.748 -5.565 7.357
O -7.383 -1.003 -3.946
O 12.003 5.653 -1.202
O -6.210 1.224 -11.540
O 11.522 5.628 -3.408
O -5.483 0.476 -4.535
O 8.676 0.428 5.128
O -2.529 -4.127 -4.681
O 8.619 0.693 2.884
O -7.907 -2.334 6.497
O 10.509 0.244 3.824
O 8.762 -5.509 5.341
O -0.074 1.292 1.088
O -7.898 -3.701 8.294
O -6.265 1.267 2.615
O -3.278 -5.930 -5.814
C 6.951 2.394 3.406
C -8.102 -1.058 -8.600
C -4.696 -2.779 -5.420
C -5.563 -4.735 7.477
C 2.304 1.411 0.873
C -6.912 2.387 2.303
C 8.425 -2.852 5.269
C -0.669 1.198 -0.185
C 3.599 2.256 1.006
C 8.220 -4.960 6.267
C -2.179 1.403 0.002
C -7.665 3.619 0.469
C 9.429 4.257 -0.048
C 11.448 5.174 -2.158
C -5.839 0.374 -1.638
C -6.878 -1.442 -9.402
C -7.451 0.402 4.577
C -2.077 -6.627 -5.462
C -3.355 -4.684 -5.365
C -6.163 -6.087 7.169
C 7.209 0.969 2.965
C 10.455 3.498 -0.860
C -6.921 1.068 -2.490
C 5.239 4.014 0.162
C -3.936 -1.857 -6.353
C 9.219 0.458 4.052
C -6.170 0.987 4.035
C 7.445 -2.920 4.118
C -6.264 0.593 -10.373
C -4.603 1.242 -1.506
C 12.329 6.801 -3.565
C 11.298 0.006 4.998
C -9.187 -1.852 6.923
C -5.730 2.571 -11.478
C 3.961 3.189 -0.172
C 7.908 -6.987 7.363
C 1.024 2.165 1.209
C -7.393 -3.286 7.285
H -7.269 4.530 0.910
H -8.995 -1.099 -9.223
H 8.487 -1.839 5.656
H 9.797 5.251 0.204
H -6.246 0.106 -0.665
H -4.409 -2.635 -4.379
H -2.401 1.254 1.059
H 11.857 7.653 -3.078
H -4.173 -0.819 -6.129
H -8.234 -1.735 -7.755
H -8.000 -0.042 -8.218
H -7.737 -0.486 4.012
H -1.915 -6.593 -4.387
H -5.889 1.900 4.557
H -5.546 -0.552 -2.139
H 9.418 -3.178 4.956
H -7.310 0.113 5.617
H 7.301 2.551 4.424
H 7.276 -7.443 6.601
H -8.727 3.540 0.693
H -0.265 1.954 -0.862
H 7.400 -3.925 3.700
H -5.966 -1.359 -8.813
H 13.319 6.645 -3.144
H -2.228 -7.650 -5.791
H 11.359 0.911 5.599
H -5.767 -2.609 -5.505
H -6.165 -6.268 6.094
H -9.161 -1.548 7.967
H -5.575 -6.868 7.651
H 8.946 -7.258 7.181
H -7.513 3.623 -0.608
H 10.111 2.490 -1.083
H -2.859 -2.001 -6.263
H 11.409 3.430 -0.338
H -6.959 -2.464 -9.768
H -4.531 -4.674 7.138
H -1.222 -6.189 -5.975
H -7.276 1.631 -5.663
H 8.504 4.362 -0.613
H -6.735 2.134 -2.625
H 12.393 6.968 -4.636
H -5.350 0.276 4.114
H -2.511 2.399 -0.282
H -4.215 -2.062 -7.387
H -7.910 0.944 -2.057
H 6.448 -2.633 4.454
H 1.070 2.505 2.240
H 10.870 -0.798 5.592
H -1.793 0.589 -2.929
H -8.264 1.125 4.523
H 0.929 3.034 0.554
H -9.946 -2.620 6.786
H -5.594 -4.516 8.543
H 7.759 -2.235 3.328
H -5.628 2.891 -12.510
H -6.446 3.204 -10.958
H -4.724 2.094 -0.835
H 5.402 4.097 1.236
H -4.275 1.592 -2.485
H -0.454 0.217 -0.611
H 6.847 0.790 1.955
H 9.225 3.719 0.879
H -7.186 -6.152 7.537
H 7.598 -7.311 8.351
H -4.768 2.613 -10.971
H 12.281 -0.273 4.634
H 5.881 2.610 3.378
H 6.736 0.253 3.637
H 7.474 3.093 2.750
H -9.407 -0.995 6.293


19
Properties=species:S:1:pos:R:3 method="wB97M-V/def2-TZVPD" spin_multiplicity=1 homo_energy_ha=-0.34809 fmax_ev_per_a=1.67 e_above_lowest_kj_mol=241.6 total_charge=0 energy_ev=-9472.6322 homo_lumo_gap_ev=10.1569 lumo_energy_ha=0.025
O -1.172 -0.001 1.752
O -3.057 -0.811 -0.107
C 2.749 -0.013 0.638
C 0.343 0.859 -1.095
C 0.686 -0.567 -0.717
C -0.864 1.253 -1.522
C 1.697 -0.805 0.421
H 1.110 -1.023 -1.606
H -2.176 -0.667 0.294
H 3.130 0.113 1.647
H -3.436 -1.555 0.364
H 1.053 1.665 -1.236
H -1.288 0.395 2.616
H -0.933 2.135 -2.139
H -1.762 0.662 -1.394
H -0.287 0.285 1.486
H 1.335 -1.475 1.189
H 3.097 0.647 -0.150
H -0.225 -1.097 -0.441